85
Properties=species:S:1:pos:R:3:lowdin_charge:R:1 method="wB97M-V/def2-TZVPD" homo_ha=-0.2388 charge=+1 gap_ha=0.0586 energy_ev=-175545.772
O -1.48 5.49 1.62 -0.15
H 3.07 5.17 6.47 0.19
H -0.56 2.71 3.06 0.06
H 0.90 -7.71 -2.40 0.10
C -2.31 3.63 -1.51 -0.04
C -2.81 2.36 -2.27 -0.23
H 1.69 7.36 3.70 0.11
C 1.71 1.25 -2.06 0.05
H 0.74 -2.54 -1.82 0.14
H -2.96 4.50 -1.66 0.09
O 1.62 4.61 4.94 0.22
H 8.15 -4.91 -3.29 0.02
H -1.67 -4.46 -2.81 0.06
S -6.90 3.67 4.99 0.48
S -4.72 2.31 4.42 0.46
H -1.47 2.87 1.55 0.04
H -0.26 1.67 -1.27 0.15
C -1.28 4.74 2.69 -0.48
C -1.67 -7.17 -3.53 -0.22
C -1.34 -0.73 -1.00 -0.08
H -2.68 -6.77 -3.40 0.11
C -0.75 3.37 2.20 -0.11
N 3.19 5.94 5.80 0.08
C 2.28 -1.12 -2.31 -0.05
C 0.15 -8.48 -2.24 -0.27
N -5.40 3.72 4.46 -0.30
H -3.81 2.56 -2.69 0.13
Br 5.20 -0.50 -3.73 -0.21
O -3.31 2.38 4.25 -0.31
H -0.40 -10.39 -3.11 0.08
Cl 7.96 -3.02 -4.66 0.49
C 7.78 -3.91 -3.15 -1.03
C 1.03 -1.43 -1.88 -0.10
H 4.68 7.09 4.86 -0.25
Cs 4.75 9.01 4.40 1.23
C -1.26 -7.87 -2.23 -0.23
H -1.59 -1.83 -1.14 0.03
O -7.88 3.15 4.09 -0.29
C 0.31 -9.58 -3.28 -0.10
C 2.66 0.26 -2.44 -0.07
H -0.27 -5.21 -2.02 0.07
H -1.10 -5.65 -4.93 0.11
F 1.58 3.52 0.60 -0.73
H 8.35 -3.40 -2.38 0.02
H -3.37 -0.56 -1.93 0.14
O -2.80 1.27 -1.33 -0.12
H 3.01 -1.90 -2.58 0.09
F -7.21 5.23 4.96 -0.20
H 1.32 -10.00 -3.23 0.08
H 5.18 6.27 6.36 0.12
H -0.02 -4.09 -3.36 0.05
F -4.84 1.79 5.92 -0.20
H -2.15 4.49 3.34 0.09
H 3.16 6.59 3.02 0.08
H 1.56 5.86 2.72 0.12
C -0.67 -4.89 -2.98 -0.13
H -1.31 3.89 -1.90 0.08
H 0.17 -9.21 -4.30 0.07
H -2.08 0.14 -2.98 0.12
H -0.53 5.08 3.44 0.06
N 0.06 -0.41 -1.50 -0.09
C -0.74 -6.04 -3.98 -0.24
H 0.20 3.47 1.65 -0.01
Na -2.09 -2.94 0.16 0.68
H 1.95 2.32 -2.10 0.13
H -1.74 -7.90 -4.34 0.11
C 2.17 6.40 3.46 0.03
H -2.13 2.22 -3.14 0.11
C 0.44 0.88 -1.58 0.02
H -1.98 -8.66 -2.02 0.12
H 3.67 0.56 -2.83 -0.12
C -2.45 0.07 -1.90 -0.20
H -1.33 -7.16 -1.40 0.09
Na -0.67 -1.54 -3.37 0.57
H -2.18 3.35 -0.45 0.07
O -7.06 3.37 6.38 -0.29
H 4.96 5.32 4.86 0.14
H 2.80 6.79 6.24 0.17
C 4.61 6.17 5.43 -0.11
C 2.27 5.57 4.69 -0.41
O -5.38 1.27 3.68 -0.31
H 0.27 -6.42 -4.17 0.11
H -1.44 -0.43 0.07 0.16
H 0.35 -8.90 -1.26 0.11
Cl 6.09 -3.99 -2.65 0.44